1.
The following is a quantum chemistry calculation of 3 unconnected molecules or ions with the total composition C40H72BClN9O13P5S2, from OMol25.

Properties
Frontier orbital gap in eV: 6.81
SMILES: CCCCNc1cc2c(c(PP(=O)(O)O)c1P(=N)(O)O)C(=O)c1c(cc(B(O)O)c(CCCSC(=S)N3CCOCC3)c1CC(=O)Cl)C2=O.CN(C)P(=O)(N(C)C)N(C)C.CN(C)P(=O)(N(C)C)N(C)C

```
143
Properties=species:S:1:pos:R:3:mulliken_charge:R:1
C 9.593 -3.505 1.830 -1.0726
C 8.096 -3.019 1.609 -0.3749
C 8.010 -1.451 1.625 -0.5683
C 6.727 -0.900 0.850 -0.7107
N 6.337 0.438 1.342 -0.0023
C 5.202 0.992 0.645 0.3496
C 4.817 0.550 -0.710 -0.9245
C 3.670 1.120 -1.395 0.0080
C 2.903 2.188 -0.748 -0.0501
C 3.294 2.646 0.610 0.6552
P 2.291 4.021 1.368 -0.2250
P 2.834 5.938 0.486 1.0138
O 3.841 5.851 -0.608 -0.6216
O 1.459 6.636 -0.202 -0.5210
O 3.301 7.034 1.658 -0.5037
C 4.417 2.058 1.341 -0.4875
P 4.984 2.500 3.057 1.3755
N 6.307 3.335 2.930 -0.8198
O 3.898 3.400 3.919 -0.4229
O 5.176 1.080 3.922 -0.5549
C 1.711 2.785 -1.548 -0.5937
O 1.456 3.966 -1.597 -0.3635
C 0.861 1.744 -2.353 0.9278
C 1.635 0.656 -2.989 0.7902
C 0.946 -0.386 -3.727 -1.3999
C -0.529 -0.326 -3.808 -0.2220
B -1.221 -1.553 -4.606 0.7052
O -0.739 -1.792 -5.899 -0.4954
O -2.227 -2.353 -4.023 -0.6153
C -1.311 0.770 -3.206 0.6572
C -2.863 0.855 -3.331 -1.2626
C -3.642 0.697 -1.958 -0.6093
C -4.802 -0.383 -1.980 -0.4844
S -6.497 0.314 -1.827 -0.1410
C -7.028 0.233 -0.053 0.1670
S -6.751 1.602 0.835 -0.1556
N -7.617 -0.998 0.433 0.0723
C -6.604 -1.977 0.881 -0.6836
C -5.762 -1.423 2.101 -0.3425
O -6.549 -0.733 3.092 -0.3754
C -7.940 -1.059 2.993 -0.2788
C -8.571 -0.805 1.555 -0.7865
C -0.602 1.834 -2.455 0.1926
C -1.312 3.020 -1.742 -0.0616
C -1.414 4.264 -2.711 0.6335
O -1.940 5.269 -2.358 -0.4888
Cl -0.721 4.245 -4.389 -0.1655
C 3.189 0.655 -2.813 -0.1846
O 3.950 0.296 -3.674 -0.5168
H 9.920 -3.316 2.891 0.3409
H 9.663 -4.617 1.667 0.2954
H 10.309 -3.042 1.099 0.2214
H 7.510 -3.430 2.479 0.2702
H 7.752 -3.496 0.656 0.3245
H 7.985 -1.008 2.654 0.3158
H 8.904 -1.071 1.048 0.3006
H 5.899 -1.656 0.876 0.4647
H 7.054 -0.845 -0.235 0.2359
H 7.137 1.064 1.174 0.2884
H 5.388 -0.237 -1.260 0.2787
H 0.940 3.763 0.966 0.0130
H 0.676 6.082 -0.028 0.3254
H 2.804 7.866 1.517 0.3351
H 6.531 3.466 1.941 0.2726
H 4.272 3.644 4.787 0.3484
H 4.668 0.367 3.485 0.3376
H 1.509 -1.235 -4.189 0.4067
H -0.914 -2.724 -6.126 0.3055
H -2.174 -2.133 -3.072 0.3280
H -3.296 0.141 -4.078 0.6426
H -3.082 1.887 -3.736 0.3097
H -4.100 1.702 -1.726 0.3905
H -2.938 0.496 -1.102 0.3797
H -4.740 -0.946 -2.953 0.3916
H -4.591 -1.148 -1.181 0.0667
H -7.075 -2.970 1.124 0.3276
H -5.938 -2.183 -0.008 0.2528
H -5.221 -2.289 2.580 0.3539
H -5.015 -0.685 1.710 0.2414
H -8.519 -0.532 3.801 0.2562
H -8.043 -2.162 3.234 0.2809
H -9.115 0.177 1.475 0.4572
H -9.377 -1.590 1.438 0.2632
H -0.712 3.368 -0.857 -0.1987
H -2.332 2.785 -1.353 0.1073
C -11.025 1.750 5.920 -0.9931
N -10.582 2.145 4.599 0.2785
C -9.133 2.127 4.446 -1.1438
P -11.479 2.933 3.361 0.8871
O -11.089 1.915 2.290 -0.7434
N -13.130 2.445 3.414 0.1547
C -13.848 2.014 4.601 -1.1277
C -13.674 1.754 2.251 -1.0273
N -11.905 4.244 4.467 -0.1339
C -12.790 5.245 3.813 -1.1035
C -10.762 5.026 4.985 -1.0746
H -11.457 2.574 6.497 0.3449
H -10.206 1.355 6.526 0.4032
H -11.751 0.937 5.865 0.2431
H -8.682 3.076 4.765 0.2457
H -8.844 1.953 3.410 0.2680
H -8.664 1.325 5.019 0.4552
H -13.681 0.953 4.810 0.3009
H -14.925 2.156 4.460 0.3825
H -13.598 2.600 5.484 0.3321
H -13.380 0.699 2.239 0.2904
H -13.343 2.228 1.328 0.3156
H -14.766 1.804 2.239 0.3159
H -12.298 5.714 2.955 0.3565
H -13.077 6.025 4.523 0.4049
H -13.721 4.803 3.464 0.3241
H -10.105 5.364 4.178 0.3761
H -10.170 4.452 5.698 0.2856
H -11.106 5.901 5.539 0.3973
C 10.315 -5.463 -5.763 -0.9142
N 9.285 -5.213 -4.777 0.0078
C 7.984 -4.917 -5.367 -1.0607
P 9.468 -4.884 -3.098 0.9804
O 8.477 -5.969 -2.683 -0.7971
N 10.832 -5.734 -2.472 0.2419
C 12.015 -6.111 -3.226 -1.1476
C 10.597 -6.725 -1.429 -1.0144
N 10.573 -3.552 -3.465 -0.1088
C 11.091 -2.913 -2.226 -1.1481
C 9.982 -2.443 -4.245 -1.0726
H 11.075 -4.674 -5.807 0.3040
H 9.907 -5.543 -6.773 0.3931
H 10.809 -6.419 -5.582 0.2367
H 7.871 -3.849 -5.593 0.3054
H 7.173 -5.195 -4.690 0.2975
H 7.814 -5.478 -6.287 0.4092
H 11.865 -7.050 -3.769 0.3177
H 12.863 -6.256 -2.547 0.3856
H 12.338 -5.339 -3.922 0.3338
H 10.225 -7.666 -1.848 0.3032
H 9.884 -6.354 -0.694 0.2217
H 11.516 -6.939 -0.875 0.3470
H 10.280 -2.486 -1.626 0.3444
H 11.803 -2.121 -2.470 0.4521
H 11.634 -3.617 -1.598 0.3181
H 9.045 -2.092 -3.802 0.3698
H 9.793 -2.731 -5.278 0.3138
H 10.672 -1.599 -4.307 0.3729
```



2.
The following is a quantum chemistry calculation of 3 unconnected molecules or ions with the total composition C40H72F2N2O5Si, from OMol25.

Properties
2S+1: 3
Frontier orbital gap (spin up / spin down) in eV: 9.12 / 8.31
⟨S²⟩: 2.0089

```
122
Properties=species:S:1:pos:R:3:mulliken_charge:R:1
C 6.498 -0.213 1.427 -0.5753
O 6.000 0.620 0.340 -0.2534
C 7.095 1.370 -0.246 -0.4263
C 6.788 1.823 -1.755 -0.6262
C 5.782 0.866 -2.555 -0.6271
C 4.228 1.105 -2.236 -0.4281
C 3.348 0.205 -3.273 -0.6186
C 1.771 0.302 -2.875 -0.3973
C 1.096 -1.155 -2.783 -0.5709
C 0.703 -1.587 -1.265 -0.1933
C -0.087 -2.981 -1.263 0.1918
O 0.492 -3.970 -1.795 -0.5466
O -1.364 -3.203 -0.670 -0.3566
C -2.446 -2.734 -1.509 -0.7048
C -3.048 -1.320 -0.952 1.3750
F -2.814 -0.376 -2.033 -0.3604
F -2.282 -1.013 0.219 -0.3121
C -4.620 -1.410 -0.697 -1.0878
C -5.219 -0.289 0.282 -0.5386
Si -5.625 1.393 -0.547 0.3018
C -6.753 2.347 0.719 -1.0440
C -6.716 1.227 -2.145 -0.8641
C -4.099 2.433 -1.048 0.5810
C -4.324 3.520 -2.168 -0.3757
C -3.120 4.391 -2.651 -0.4531
C -1.691 4.188 -2.044 -0.4681
C -1.461 3.146 -0.916 -0.4541
C -2.675 2.304 -0.449 -0.1367
H 7.276 -0.961 1.046 0.2764
H 5.586 -0.773 1.841 0.2299
H 6.946 0.473 2.236 0.1860
H 7.263 2.306 0.411 0.2091
H 8.060 0.748 -0.207 0.3036
H 7.789 1.809 -2.323 0.3056
H 6.448 2.918 -1.725 0.2806
H 5.929 1.093 -3.681 0.3782
H 6.064 -0.241 -2.425 0.2378
H 3.960 0.705 -1.193 0.2495
H 3.917 2.216 -2.262 0.2350
H 3.751 -0.870 -3.171 0.2835
H 3.542 0.536 -4.361 0.2708
H 1.635 0.842 -1.870 0.2106
H 1.247 0.862 -3.732 0.3445
H 1.786 -1.983 -3.188 0.3054
H 0.119 -1.189 -3.382 0.2845
H 1.702 -1.753 -0.714 0.3232
H 0.121 -0.731 -0.773 0.2456
H -2.080 -2.637 -2.601 0.3332
H -3.302 -3.503 -1.430 0.3276
H -4.802 -2.431 -0.180 0.4610
H -5.152 -1.479 -1.708 0.2638
H -6.220 -0.699 0.692 0.2819
H -4.572 -0.095 1.222 0.3767
H -7.520 1.617 1.185 0.2431
H -7.316 3.168 0.138 0.2672
H -6.116 2.813 1.553 0.3195
H -7.595 0.511 -2.011 0.1138
H -7.098 2.293 -2.386 0.3022
H -6.004 0.950 -2.993 0.2976
H -5.359 3.678 -2.648 0.1248
H -3.302 5.172 -3.464 0.3083
H -0.790 4.788 -2.393 0.3141
H -0.459 2.932 -0.416 0.3379
H -2.526 1.526 0.374 0.2048
C 10.154 3.004 6.770 -1.8209
C 9.607 1.994 5.725 1.9817
C 10.242 0.602 5.944 -1.2615
C 11.695 0.513 5.484 -0.4814
C 11.840 0.997 4.046 -1.2148
C 11.248 2.405 3.826 1.6865
N 9.854 2.528 4.349 0.0988
O 9.032 1.863 3.494 -0.3620
C 12.169 3.456 4.494 -1.7120
C 11.343 2.755 2.319 -1.7689
C 8.097 1.887 6.065 -1.8953
H 10.182 4.021 6.368 0.3409
H 9.521 3.055 7.662 0.4804
H 11.151 2.744 7.129 0.3230
H 9.665 -0.157 5.403 0.3775
H 10.184 0.329 7.003 0.3321
H 12.344 1.085 6.151 0.2988
H 12.031 -0.527 5.553 0.3784
H 12.900 0.987 3.771 0.3772
H 11.349 0.276 3.381 0.3252
H 11.740 4.459 4.419 0.3726
H 13.147 3.482 4.005 0.4333
H 12.378 3.253 5.543 0.3145
H 10.827 2.033 1.683 0.3104
H 12.386 2.768 1.988 0.4145
H 10.925 3.747 2.120 0.4459
H 7.592 2.847 5.932 0.4582
H 7.962 1.582 7.109 0.4722
H 7.580 1.135 5.463 0.2913
C -8.314 -4.095 -1.823 -1.9731
C -9.321 -3.079 -1.220 2.1530
C -10.415 -3.822 -0.421 -1.2303
C -11.439 -4.534 -1.302 -0.5693
C -12.022 -3.579 -2.337 -1.1807
C -10.938 -2.865 -3.170 1.5169
N -9.884 -2.235 -2.319 0.3923
O -10.421 -1.122 -1.750 -0.5371
C -10.302 -3.876 -4.155 -1.6687
C -11.625 -1.839 -4.108 -1.8360
C -8.469 -2.263 -0.214 -1.9500
H -7.890 -3.731 -2.763 0.3525
H -7.459 -4.269 -1.160 0.4829
H -8.755 -5.078 -1.998 0.3289
H -10.952 -3.112 0.221 0.4348
H -9.954 -4.551 0.254 0.3297
H -10.988 -5.401 -1.789 0.2910
H -12.245 -4.925 -0.673 0.3969
H -12.698 -4.136 -2.995 0.3853
H -12.646 -2.840 -1.821 0.3510
H -9.478 -3.419 -4.711 0.3657
H -11.038 -4.221 -4.887 0.4440
H -9.929 -4.780 -3.677 0.3038
H -12.221 -1.102 -3.566 0.3607
H -12.309 -2.342 -4.799 0.4202
H -10.885 -1.304 -4.713 0.4349
H -7.671 -1.714 -0.721 0.1524
H -7.999 -2.927 0.520 0.5672
H -9.063 -1.551 0.366 0.4166
```



Number 1 is which compound?
C40H72BClN9O13P5S2



What is the formula in the first record?
C40H72BClN9O13P5S2